The ion C4H5F2O3S with charge -1 at a distorted geometry. Source: the Open Molecules 2025 dataset; level of theory: ωB97M-V/def2-TZVPD.

Properties
Calculated total energy: -26641.4984 eV
Charge: -1
Relative energy (zero: lowest compared OMol25 entry of this formula, charge and spin): 21.5 kJ/mol
Orbital gap: 7.93 eV
LUMO level: 3.39 eV
Max |F|: 5.0 eV/A

The geometry in XYZ format:
```
15
C4H5F2O3S ωB97M-V/def2-TZVPD
C -4.56 -0.34 -0.32
C 0.61 -0.09 -0.50
C -0.59 0.31 0.41
C -3.29 0.60 0.02
O -5.64 0.11 0.08
O -4.25 -1.37 -0.92
O -2.25 -1.67 1.22
F -3.06 1.55 -0.92
F -3.09 1.16 1.22
S -1.96 -0.93 0.02
H 0.20 -0.03 -1.43
H 1.36 0.57 -0.38
H 0.68 -1.13 -0.33
H -0.70 1.47 0.28
H -0.44 0.13 1.50
```